Entry 1:
{"formula": "H14O7", "method": "ωB97M-V with the def2-TZVPD basis set", "elements": ["H", "H", "H", "H", "H", "H", "H", "H", "H", "H", "H", "H", "H", "H", "O", "O", "O", "O", "O", "O", "O"], "xyz": [[-0.11749, 0.12531, -0.67356], [1.27546, -0.37015, -1.02604], [-3.41358, 0.03718, -4.11605], [-2.06340, -0.65690, -4.04331], [-1.39858, -0.43197, 1.15041], [-0.85265, -1.22721, 2.32497], [-0.25701, 3.12228, -1.34046], [1.03125, 3.61776, -1.97680], [3.31123, -0.91546, 2.31866], [3.02296, -2.37292, 2.63920], [2.92571, -1.25584, 0.76187], [2.60351, -2.74044, 0.80860], [-2.57680, 1.50357, 0.61238], [-3.68504, 1.25203, 1.62162], [0.60277, 0.26393, -1.29885], [-2.80010, -0.36820, -3.49293], [-1.64684, -0.77736, 2.01531], [0.43001, 3.79133, -1.24374], [3.11942, -1.50828, 3.05402], [3.25756, -2.11482, 0.47723], [-2.76838, 1.02615, 1.42746]], "atomic_forces_ev_per_a": [[0.0, 0.0, -0.2], [0.0, 0.0, -0.1], [0.0, 0.0, 0.1], [0.0, 0.0, 0.1], [-0.3, -0.1, 0.4], [0.0, -0.2, 0.1], [0.1, 0.0, 0.0], [0.0, 0.0, 0.1], [0.3, -0.1, 0.7], [0.3, 0.2, 0.3], [-0.1, -0.2, -0.4], [-0.1, 0.0, -0.3], [-0.2, 0.3, 0.0], [0.0, 0.0, 0.0], [0.0, -0.1, 0.2], [0.0, 0.1, -0.2], [1.4, -1.5, 0.3], [-0.1, 0.0, -0.1], [-0.3, 0.2, 0.4], [-0.2, 0.0, -0.6], [-0.9, 1.5, -0.7]], "mulliken_charge": [0.3108, 0.2930, 0.3149, 0.3199, 0.3011, 0.2838, 0.2987, 0.3203, 0.3268, 0.3229, 0.2277, 0.3263, 0.2900, 0.2783, -0.5978, -0.6311, -0.5705, -0.6234, -0.5841, -0.6294, -0.5779], "smiles": "O.O.O.O.O.O.O", "total_energy_ha": -535.001135, "lumo_ev": -0.175, "spin_multiplicity": 1, "orbital_gap_ev": 10.77, "relative_energy_kj_mol": 322.16, "charge": 0}



Entry 2:
{"formula": "C19H44N2O5Si2", "method": "ωB97M-V with the def2-TZVPD basis set", "elements": ["C", "C", "C", "C", "C", "C", "C", "C", "C", "Si", "C", "C", "O", "C", "C", "O", "O", "Si", "H", "H", "H", "H", "H", "H", "H", "H", "H", "H", "H", "H", "H", "H", "H", "H", "H", "H", "H", "H", "H", "H", "H", "H", "H", "H", "H", "H", "H", "H", "C", "O", "N", "C", "C", "H", "H", "H", "H", "H", "H", "H", "C", "O", "N", "C", "C", "H", "H", "H", "H", "H", "H", "H"], "xyz": [[3.31203, 3.73207, 2.24296], [2.64572, 3.43566, 0.76276], [3.90312, 3.04071, -0.26031], [3.89963, 1.37026, -0.30325], [2.73232, 0.93827, -1.42009], [1.82455, -0.36157, -0.89423], [0.72163, -0.85722, -2.04307], [-0.10035, 0.39072, -2.73032], [-1.73689, 0.12533, -2.81782], [-2.62046, 1.66107, -1.96954], [-3.65094, 0.89751, -0.50373], [-4.55523, 1.99075, 0.31763], [-5.97759, 1.55471, 0.16242], [-6.42952, 0.79807, 1.34068], [-5.98354, -0.73167, 1.73006], [-7.33556, 1.38627, 2.16940], [-3.60908, 2.42067, -3.21467], [-3.72211, 4.16166, -3.00304], [2.69184, 4.58509, 2.75114], [4.43755, 4.10198, 2.16439], [3.29790, 2.76068, 2.91388], [1.98416, 4.31242, 0.35320], [1.92287, 2.49528, 0.84964], [4.93197, 3.47716, 0.08889], [3.66702, 3.43867, -1.35529], [4.96599, 0.95838, -0.58442], [3.56134, 0.91775, 0.73866], [3.20930, 0.73685, -2.49585], [2.06772, 1.91624, -1.56439], [1.21535, -0.11137, 0.09437], [2.61725, -1.20526, -0.65264], [1.37539, -1.36520, -2.90086], [0.02620, -1.72459, -1.63375], [0.29267, 0.51025, -3.82893], [0.03298, 1.41646, -2.16925], [-2.05951, -0.87643, -2.25435], [-2.08070, 0.11751, -3.94072], [-1.64538, 2.58321, -1.34533], [-4.32963, 0.01676, -0.92192], [-2.84331, 0.44755, 0.24735], [-4.49550, 3.08141, -0.10260], [-4.23576, 2.05155, 1.46469], [-4.82271, -0.80589, 1.85921], [-6.47136, -1.00955, 2.76946], [-6.33584, -1.47884, 0.88268], [-2.67232, 4.93047, -3.67328], [-4.99134, 4.57425, -3.65308], [-3.77843, 4.60737, -1.61337], [5.34837, -0.49297, 2.50507], [5.58868, 0.20249, 1.52591], [5.35922, -1.87135, 2.52824], [5.06314, -2.62465, 3.72944], [5.67666, -2.59224, 1.31284], [5.09495, -0.04747, 3.48139], [5.92881, -3.24372, 3.98152], [4.19644, -3.26469, 3.54140], [4.84207, -1.95852, 4.56791], [6.67643, -2.30056, 0.97681], [4.95221, -2.32139, 0.53874], [5.64630, -3.67164, 1.48402], [-3.45086, -2.91214, 0.30475], [-3.53204, -2.50484, 1.45699], [-2.53751, -3.83774, -0.15309], [-2.50470, -4.27019, -1.53509], [-1.57808, -4.39755, 0.77630], [-4.13213, -2.55225, -0.48408], [-2.66756, -5.35107, -1.57182], [-1.52433, -4.03214, -1.95743], [-3.27954, -3.77044, -2.12290], [-2.11745, -4.89907, 1.58568], [-0.97961, -3.58631, 1.20192], [-0.92291, -5.11296, 0.27206]], "atomic_forces_ev_per_a": [[-0.3, 0.3, 0.0], [0.9, -0.5, 0.0], [-1.2, -1.0, -0.2], [-0.5, 0.4, -0.9], [-0.1, 0.5, 0.3], [0.0, 0.4, -0.5], [1.4, -0.2, -0.4], [-0.5, -0.5, -0.3], [0.5, 0.1, -0.2], [-1.5, -2.1, -1.1], [0.1, 0.1, 0.8], [0.4, -0.6, 0.2], [0.4, -1.3, 3.3], [-4.7, 2.8, 4.1], [0.2, 0.6, -0.3], [5.8, -3.5, -5.6], [1.6, 1.8, 2.6], [-0.9, -1.6, -1.2], [1.2, -1.7, -0.7], [-2.5, -0.8, 0.0], [0.0, 2.0, -1.4], [1.5, -1.5, 0.9], [1.5, 2.0, -0.2], [-2.1, -0.8, -0.5], [0.6, -0.8, 2.3], [-2.4, 0.7, 0.6], [0.9, 1.2, -2.3], [-1.0, 0.2, 2.4], [1.2, -2.3, 0.3], [1.5, -0.3, -2.0], [-1.8, 1.5, -0.5], [-1.5, 1.0, 1.8], [1.2, 2.0, -0.7], [-0.7, 0.0, 2.2], [0.2, -2.2, -1.0], [0.7, 2.1, -1.4], [0.6, -0.3, 2.2], [0.0, 0.3, -0.3], [1.3, 1.9, 1.1], [-1.7, 0.7, -1.6], [-0.2, -2.2, 0.7], [-0.8, -0.2, -2.5], [-2.3, 0.1, -0.5], [0.8, 0.8, -2.4], [0.8, 1.6, 1.7], [0.4, -0.2, -0.1], [0.1, -0.2, 0.1], [0.1, -0.2, 0.4], [0.2, -0.5, -0.5], [0.2, -1.0, 1.0], [-0.1, 1.3, 0.2], [0.1, 0.0, -0.2], [0.1, 0.3, -0.2], [0.0, -0.1, 0.0], [-0.2, 0.0, 0.2], [0.1, 0.0, 0.2], [0.1, 0.0, -0.2], [-0.1, -0.1, -0.1], [0.2, -0.1, -0.1], [0.0, 0.2, 0.1], [0.7, -0.5, 0.2], [0.5, -0.6, -0.8], [-1.1, 1.0, 0.3], [0.1, 0.0, 0.2], [-0.1, 0.2, 0.3], [0.1, -0.1, -0.1], [0.0, 0.1, -0.2], [-0.1, -0.1, -0.2], [0.1, 0.0, 0.2], [0.2, 0.0, 0.0], [0.0, -0.2, 0.1], [-0.2, 0.2, 0.0]], "mulliken_charge": [-0.9081, -0.1722, -0.8119, -0.1282, -0.3390, -0.2515, -0.1599, -0.1872, -0.0791, 0.2372, -0.0454, -0.2582, -0.3174, 0.4328, -0.4222, -0.5647, -0.3622, 0.5744, 0.2923, 0.2400, 0.1736, 0.3548, 0.0677, 0.3490, 0.2895, 0.3581, -0.0365, 0.2199, 0.0984, 0.1765, -0.0425, 0.2824, -0.0669, 0.2485, -0.1266, -0.1934, 0.3491, -0.1307, 0.1103, 0.2536, 0.0807, 0.2762, 0.1267, 0.3038, 0.1714, -0.1302, -0.1667, -0.1408, 0.0627, -0.5733, 0.1314, -0.9258, -0.7683, 0.3309, 0.3357, 0.3381, 0.2928, 0.2936, 0.1080, 0.3879, 0.1451, -0.6527, 0.1344, -0.9683, -1.0362, 0.2767, 0.3796, 0.3347, 0.3163, 0.3290, 0.3165, 0.3857], "total_energy_ha": -1814.826140, "lumo_ev": 0.293, "spin_multiplicity": 1, "orbital_gap_ev": 9.76, "charge": 0}



Entry 3:
{"formula": "C4H9NS3", "method": "ωB97M-V with the def2-TZVPD basis set", "elements": ["C", "C", "C", "C", "N", "S", "S", "S", "H", "H", "H", "H", "H", "H", "H", "H", "H"], "xyz": [[-0.36764, -1.19826, 0.06870], [0.47682, 0.42811, -0.13520], [1.77665, 0.36419, -0.90526], [0.68562, 0.94411, 1.28733], [-2.57212, -1.49740, -1.02518], [-0.82984, 1.50300, -0.87003], [-2.17752, 1.12125, 0.59106], [-2.13841, -1.06292, 0.40022], [-0.15696, -1.78316, -0.72631], [0.21265, -1.70303, 0.85583], [2.27433, 1.25363, -0.66717], [1.65140, 0.53738, -1.97741], [2.43773, -0.42782, -0.49047], [1.31671, 0.12909, 1.74427], [-0.33744, 1.01029, 1.84494], [1.29471, 1.75883, 1.13044], [-3.54670, -1.37729, -1.12574]], "atomic_forces_ev_per_a": [[2.1, 4.0, 2.9], [-2.8, -2.2, 1.1], [-0.7, -0.3, 0.1], [-1.2, -3.9, 0.6], [0.9, -0.1, -0.4], [0.4, -0.5, -0.3], [-0.7, 0.3, -0.2], [1.0, -0.3, -0.6], [-0.3, -1.5, -3.2], [-0.5, 0.5, 0.5], [1.0, 1.5, 0.7], [0.0, -1.3, -0.1], [-0.6, 0.1, -1.0], [-0.5, 0.9, 0.2], [2.5, 0.4, -0.8], [0.9, 2.4, 0.6], [-1.6, -0.1, -0.1]], "mulliken_charge": [-0.7972, 0.5564, -1.4367, -1.1426, -0.6083, -0.0390, -0.1955, 0.2344, 0.5352, 0.4281, 0.4669, 0.3791, 0.3304, 0.2693, 0.3600, 0.4228, 0.2367], "total_energy_ha": -1407.017318, "lumo_ev": 0.509, "spin_multiplicity": 1, "orbital_gap_ev": 8.67, "relative_energy_kj_mol": 256.44, "charge": 0}



Entry 4:
{"formula": "C5H7F", "method": "ωB97M-V with the def2-TZVPD basis set", "elements": ["C", "C", "C", "C", "C", "H", "H", "H", "H", "H", "H", "H", "F"], "xyz": [[2.79261, -0.45989, -0.05925], [1.85694, 0.64624, 0.04709], [0.42602, 0.22811, -0.02145], [-0.55557, -0.58641, -0.06654], [-2.14784, -0.59827, 0.05796], [3.72034, 0.06747, -0.20693], [2.95956, -1.04928, 1.02082], [2.50245, -0.99130, -0.88143], [2.14863, 1.12210, 0.91541], [2.17042, 1.49693, -0.57115], [-2.38071, -1.18387, 0.90420], [-2.63848, -1.18627, -0.75130], [-2.52391, 0.70506, -0.01962]], "atomic_forces_ev_per_a": [[2.2, -0.7, 4.0], [-2.0, 1.6, -0.5], [-2.3, -3.6, -0.1], [0.9, 4.1, 0.3], [3.3, -1.1, -2.6], [0.8, -0.5, -0.4], [-0.9, 1.1, -3.2], [-0.1, -2.3, -1.8], [-0.5, 0.9, 2.7], [-0.8, -0.5, -1.1], [-0.6, 0.4, 1.8], [0.6, 0.7, 0.0], [-0.8, 0.0, 0.6]], "mulliken_charge": [-1.0514, -0.4504, 0.1453, -0.1717, -0.3537, 0.3289, 0.2208, 0.3844, 0.3155, 0.3202, 0.2954, 0.2555, -0.2389], "smiles": "CCC#CCF", "total_energy_ha": -294.435391, "lumo_ev": 0.892, "spin_multiplicity": 1, "orbital_gap_ev": 10.42, "relative_energy_kj_mol": 310.28, "charge": 0}